1.
# C35H54BN5O2Sb2Ti

A structure of composition C35H54BN5O2Sb2Ti (ωB97M-V with the def2-TZVPD basis set, the OMol25 dataset).

Its total energy is -3144.94263 hartree. Its net charge is +1. The multiplicity is 2. Its LUMO energy (alpha / beta) is -2.512 / -2.444 eV.

Atoms and positions in Å:
Ti (-0.2321, -0.2260, 0.6287)
C (-1.8217, -0.8075, -3.6980)
N (-0.5350, -0.5124, -3.0834)
C (0.0651, 0.6285, -3.7590)
C (0.3422, -1.6695, -3.1810)
C (0.0656, -2.7549, -2.1627)
N (0.5693, -2.4995, -0.7972)
C (2.0415, -2.4560, -0.8630)
C (0.2145, -3.6778, 0.0119)
H (-1.7053, -1.1172, -4.7485)
H (-2.4556, 0.0774, -3.6822)
H (-2.3429, -1.6046, -3.1664)
H (-0.6099, 1.4838, -3.7057)
H (0.2653, 0.4216, -4.8222)
H (1.0019, 0.8980, -3.2702)
H (1.3741, -1.3293, -3.0784)
H (0.2653, -2.1247, -4.1823)
H (0.5359, -3.6799, -2.5246)
H (-1.0081, -2.9497, -2.0995)
H (2.4190, -3.3384, -1.3975)
H (2.4569, -2.4547, 0.1390)
H (2.3789, -1.5622, -1.3713)
H (0.7036, -4.5734, -0.3930)
H (-0.8600, -3.8475, -0.0093)
H (0.5442, -3.5354, 1.0378)
C (1.8442, 3.7762, -1.9849)
Sb (0.2925, 3.0414, -0.7028)
C (0.8527, 4.2457, 0.9780)
C (-1.1830, 4.4593, -1.4564)
C (-2.2709, 4.8078, -0.4876)
C (-2.0691, 5.8796, 0.3845)
C (-3.0243, 6.2596, 1.3105)
C (-4.2282, 5.5724, 1.3701)
C (-4.4509, 4.5192, 0.5008)
C (-3.4901, 4.1154, -0.4274)
C (-3.8048, 2.9595, -1.3272)
Sb (-3.1652, 1.0501, -0.5228)
C (-4.7908, -0.0431, -1.4131)
C (-4.1538, 1.2452, 1.3660)
H (1.8395, 4.8644, -1.9324)
H (1.6787, 3.4663, -3.0163)
H (2.8118, 3.4017, -1.6570)
H (1.1623, 5.2280, 0.6222)
H (1.6800, 3.7816, 1.5138)
H (0.0099, 4.3525, 1.6582)
H (-1.5640, 4.0734, -2.4015)
H (-0.5830, 5.3422, -1.6798)
H (-1.1400, 6.4337, 0.3211)
H (-2.8366, 7.0969, 1.9693)
H (-4.9942, 5.8653, 2.0755)
H (-5.4003, 3.9966, 0.5287)
H (-3.3694, 3.0683, -2.3197)
H (-4.8823, 2.8425, -1.4447)
H (-5.7140, 0.4368, -1.0904)
H (-4.7975, -1.0786, -1.0776)
H (-4.7376, -0.0235, -2.5004)
H (-5.2244, 1.3588, 1.2004)
H (-3.7743, 2.1121, 1.9030)
H (-3.9735, 0.3504, 1.9624)
C (-0.8241, 1.2590, 2.0462)
H (0.0398, 1.6191, 2.6144)
H (-1.5664, 0.8934, 2.7639)
H (-1.2806, 2.1396, 1.5855)
N (-1.0298, -1.4356, 3.6429)
C (-1.7966, -1.9678, 2.6756)
C (-2.7771, -2.9318, 3.0199)
C (-3.5844, -3.4506, 2.0556)
C (-3.4313, -3.0341, 0.7218)
C (-2.4560, -2.1230, 0.4576)
N (-1.6312, -1.5788, 1.3933)
H (-1.2297, -1.6639, 4.6009)
H (-0.4895, -0.6018, 3.4681)
H (-2.8758, -3.2271, 4.0555)
H (-4.3419, -4.1771, 2.3194)
H (-4.0463, -3.4235, -0.0755)
H (-2.2776, -1.7998, -0.5630)
C (5.4610, 1.5104, -0.6565)
C (4.9163, 0.9518, -1.8017)
C (3.5681, 0.6339, -1.8055)
N (2.7548, 0.8371, -0.7680)
C (3.2934, 1.3842, 0.3241)
C (4.6306, 1.7331, 0.4294)
H (6.5106, 1.7689, -0.6125)
H (5.5187, 0.7656, -2.6798)
H (3.1207, 0.2059, -2.6973)
H (2.6250, 1.5492, 1.1622)
H (5.0042, 2.1673, 1.3463)
O (1.9506, -2.1204, 2.2165)
B (1.4158, -0.8415, 1.9625)
O (1.9250, 0.0386, 2.9478)
C (2.7472, -0.7047, 3.7653)
C (3.4669, -0.2941, 4.8639)
C (4.2161, -1.2743, 5.5145)
C (4.2291, -2.5929, 5.0688)
C (3.4934, -2.9905, 3.9526)
C (2.7596, -2.0109, 3.3248)
H (3.4494, 0.7329, 5.2013)
H (4.7992, -1.0030, 6.3838)
H (4.8229, -3.3256, 5.5978)
H (3.4995, -4.0111, 3.5962)

Forces on the atoms, in the same order (eV/Å):
-0.058 0.771 -1.452
-0.057 -0.010 0.013
-0.091 0.007 0.170
0.027 0.049 0.026
0.147 0.014 -0.057
-0.118 -0.032 0.088
-0.026 0.217 0.002
0.088 -0.027 0.046
0.052 -0.075 0.028
-0.010 -0.003 0.008
-0.034 0.058 0.067
0.008 -0.004 0.009
-0.003 0.033 0.029
0.004 0.010 0.009
-0.012 0.020 0.014
-0.065 -0.013 -0.037
0.033 0.026 -0.008
-0.059 -0.048 -0.007
0.020 -0.001 -0.022
-0.003 -0.001 -0.008
-0.021 -0.019 -0.066
0.013 0.014 0.016
0.007 0.005 0.003
0.043 -0.017 -0.002
-0.012 -0.007 -0.001
-0.036 -0.005 -0.034
0.043 -0.126 0.004
0.022 -0.017 -0.028
0.023 -0.025 0.031
0.020 0.003 -0.033
0.002 -0.008 0.025
-0.001 -0.013 -0.006
0.004 0.000 -0.008
-0.002 -0.005 0.021
0.007 -0.034 -0.036
0.069 -0.012 0.024
-0.089 -0.105 0.042
0.059 0.031 -0.034
0.006 0.001 -0.033
0.025 0.006 -0.031
-0.008 -0.001 -0.003
0.011 0.021 0.012
0.001 0.012 0.032
0.000 -0.003 -0.013
-0.009 0.000 0.000
0.004 -0.014 0.003
-0.040 0.029 -0.019
0.003 0.005 0.000
-0.001 0.004 0.003
-0.003 0.002 0.002
-0.005 0.000 0.000
-0.007 -0.017 -0.004
-0.011 0.058 -0.004
-0.031 -0.025 -0.036
0.008 -0.008 0.012
0.018 0.009 -0.008
-0.004 0.010 0.025
0.008 -0.001 0.004
-0.010 -0.013 -0.006
-0.004 0.003 0.066
0.019 -0.010 -0.013
0.003 0.050 -0.026
0.008 0.006 -0.022
0.087 0.035 0.073
-0.193 -0.047 -0.035
0.146 0.100 0.049
-0.112 -0.069 -0.105
-0.019 -0.013 0.068
0.050 0.008 -0.003
-0.523 -0.549 0.352
0.013 -0.022 -0.017
0.026 -0.076 -0.022
0.003 -0.002 0.000
0.003 0.002 -0.010
-0.014 -0.016 0.011
0.035 0.050 0.017
0.020 0.012 0.014
-0.020 0.009 -0.020
-0.008 0.075 -0.037
0.097 -0.137 0.095
-0.033 0.012 0.036
-0.009 0.006 -0.029
0.001 0.000 -0.004
0.004 -0.002 0.001
0.001 -0.032 0.017
0.006 -0.023 -0.017
0.003 0.003 0.005
-0.005 0.126 0.040
0.459 -0.115 0.774
-0.014 -0.128 -0.030
-0.043 0.169 0.008
0.056 -0.058 0.043
-0.023 0.014 -0.025
-0.024 0.005 -0.033
0.058 0.018 0.071
-0.005 -0.130 -0.083
-0.002 0.006 0.004
0.003 -0.001 0.005
0.004 0.000 0.005
-0.003 -0.007 0.001

***

2.
# C35H54BN5O2Sb2Ti

A structure of composition C35H54BN5O2Sb2Ti (ωB97M-V with the def2-TZVPD basis set, the OMol25 dataset).

Its total energy is -3144.92089 hartree. Its net charge is +1. The multiplicity is 2. Its LUMO energy (alpha / beta) is -3.066 / -2.998 eV.

Atoms and positions in Å:
Ti (-0.0655, -0.8026, -0.5194)
C (3.2399, -2.4347, -0.6256)
N (2.6891, -2.1662, 0.7088)
C (2.6633, -3.4233, 1.4631)
C (3.5980, -1.2335, 1.3926)
C (3.0529, -0.6279, 2.6856)
N (1.8183, 0.1305, 2.4832)
C (0.6477, -0.6555, 2.8369)
C (1.8218, 1.4141, 3.1758)
H (4.2630, -2.8320, -0.5643)
H (3.2576, -1.5178, -1.2156)
H (2.6254, -3.1658, -1.1506)
H (3.6775, -3.8244, 1.5988)
H (2.0683, -4.1650, 0.9410)
H (2.2239, -3.2697, 2.4479)
H (3.8326, -0.4261, 0.6990)
H (4.5434, -1.7426, 1.6376)
H (3.8276, 0.0394, 3.0676)
H (2.9091, -1.4096, 3.4415)
H (0.7106, -1.0672, 3.8563)
H (0.5510, -1.4870, 2.1361)
H (-0.2405, -0.0255, 2.7878)
H (1.8350, 1.3158, 4.2702)
H (0.9276, 1.9729, 2.8881)
H (2.6952, 1.9913, 2.8687)
C (-3.3457, 0.7792, 3.9028)
Sb (-2.4093, 1.8944, 2.2900)
C (-4.2419, 2.3080, 1.2346)
C (-2.3763, 3.7595, 3.4295)
C (-2.8508, 4.8846, 2.5728)
C (-4.1911, 5.2631, 2.6696)
C (-4.7320, 6.2469, 1.8624)
C (-3.9223, 6.8846, 0.9354)
C (-2.5877, 6.5350, 0.8412)
C (-2.0241, 5.5374, 1.6409)
C (-0.5716, 5.2392, 1.4779)
Sb (-0.0976, 3.5843, 0.0995)
C (1.6034, 4.6908, -0.6700)
C (-1.3781, 4.3063, -1.4777)
H (-3.3106, -0.2926, 3.7114)
H (-4.3822, 1.0904, 4.0230)
H (-2.8039, 0.9850, 4.8255)
H (-5.0337, 2.5072, 1.9542)
H (-4.5277, 1.4613, 0.6110)
H (-4.1047, 3.1882, 0.6081)
H (-1.3648, 3.9055, 3.8079)
H (-3.0465, 3.6009, 4.2726)
H (-4.8152, 4.7749, 3.4093)
H (-5.7747, 6.5180, 1.9616)
H (-4.3243, 7.6602, 0.2969)
H (-1.9509, 7.0605, 0.1389)
H (-0.0822, 5.0101, 2.4250)
H (-0.0647, 6.0940, 1.0331)
H (1.3061, 5.7181, -0.8748)
H (1.9602, 4.2339, -1.5894)
H (2.4104, 4.6940, 0.0630)
H (-1.1718, 5.3646, -1.6273)
H (-2.4271, 4.1804, -1.2167)
H (-1.1639, 3.7622, -2.3965)
C (-1.6606, 0.3157, -1.2960)
H (-2.4627, -0.3869, -1.5479)
H (-1.3926, 0.8534, -2.2094)
H (-2.0644, 1.0542, -0.5967)
N (-0.2507, -4.1739, 0.1333)
C (-1.4097, -3.5577, 0.5044)
C (-2.5232, -4.3273, 0.8738)
C (-3.6572, -3.7051, 1.3317)
C (-3.6748, -2.3121, 1.4040)
C (-2.5517, -1.6289, 1.0187)
N (-1.4182, -2.2100, 0.5762)
H (-0.3208, -5.1423, -0.1324)
H (0.3951, -3.6070, -0.3967)
H (-2.4678, -5.4051, 0.8032)
H (-4.5178, -4.2812, 1.6428)
H (-4.5430, -1.7730, 1.7534)
H (-2.5348, -0.5492, 1.0652)
C (3.3316, 1.8899, -2.4190)
C (3.1859, 1.7679, -1.0460)
C (2.1403, 1.0281, -0.5358)
N (1.2508, 0.3815, -1.3208)
C (1.3703, 0.5473, -2.6578)
C (2.3818, 1.2815, -3.2315)
H (4.1511, 2.4502, -2.8470)
H (3.8740, 2.2602, -0.3727)
H (1.9881, 0.9127, 0.5339)
H (0.6203, 0.0692, -3.2715)
H (2.4322, 1.3761, -4.3067)
O (-1.3529, -2.5976, -2.5901)
B (-0.0855, -2.1963, -2.1393)
O (0.8681, -2.6387, -3.0644)
C (0.1885, -3.2780, -4.0757)
C (0.6737, -3.8554, -5.2290)
C (-0.2650, -4.4157, -6.0891)
C (-1.6238, -4.3959, -5.7945)
C (-2.1053, -3.8104, -4.6284)
C (-1.1710, -3.2525, -3.7826)
H (1.7307, -3.8617, -5.4572)
H (0.0718, -4.8707, -7.0105)
H (-2.3240, -4.8381, -6.4899)
H (-3.1612, -3.7812, -4.3976)

Forces on the atoms, in the same order (eV/Å):
-2.036 -0.771 2.368
0.000 -0.073 0.056
0.131 0.047 -0.118
-0.059 0.034 0.059
-0.160 0.101 0.203
0.034 -0.097 -0.281
-0.019 0.082 0.108
0.065 -0.023 0.054
-0.042 -0.038 -0.030
0.000 0.018 -0.005
0.016 -0.021 -0.021
-0.015 0.031 -0.021
0.006 0.032 -0.023
-0.014 -0.021 0.026
-0.039 -0.019 -0.011
0.048 -0.012 0.011
0.021 -0.001 -0.115
0.000 -0.011 0.032
0.022 0.046 0.056
-0.005 -0.013 -0.006
-0.087 -0.091 0.161
-0.052 -0.069 -0.108
0.026 -0.018 0.007
-0.004 0.009 0.031
0.000 0.029 0.030
0.132 0.033 -0.171
-0.507 -0.067 0.598
0.140 -0.023 0.064
0.107 -0.076 -0.224
-0.025 0.117 -0.027
0.049 0.061 0.002
-0.034 -0.020 0.014
-0.025 0.036 -0.063
0.015 -0.024 0.011
-0.201 0.102 0.058
0.045 -0.365 0.000
0.185 0.802 -0.247
-0.069 -0.129 0.090
0.058 -0.096 0.166
-0.008 -0.013 0.008
-0.007 0.038 -0.014
0.018 -0.017 0.010
-0.005 0.031 0.009
0.061 -0.022 -0.015
-0.020 -0.010 -0.042
0.006 -0.021 0.006
0.014 0.019 0.025
-0.016 -0.016 -0.009
0.000 0.010 0.002
0.001 0.012 0.011
0.010 -0.004 -0.011
-0.003 0.013 0.015
0.022 0.006 0.019
-0.043 0.002 0.009
0.033 0.004 -0.059
0.031 0.000 -0.016
-0.020 0.015 -0.016
-0.016 -0.028 -0.021
-0.022 -0.029 0.000
-0.122 -0.148 -0.104
0.001 0.026 -0.029
0.002 -0.015 -0.002
0.047 -0.001 0.074
-0.166 0.037 0.070
-0.006 0.127 0.189
-0.109 -0.045 0.073
0.197 0.039 -0.048
-0.030 0.115 0.045
-0.148 -0.013 0.160
-0.105 -0.538 -0.098
0.064 0.024 -0.093
0.073 -0.091 -0.058
0.023 -0.003 -0.009
-0.004 -0.046 -0.055
0.004 0.017 0.001
0.023 0.015 -0.062
-0.258 -0.225 0.159
0.262 0.162 -0.099
-0.215 -0.131 -0.152
2.616 2.030 -1.543
-0.055 -0.079 0.156
0.171 0.187 -0.145
0.000 0.035 0.002
-0.009 -0.034 0.048
0.074 -0.053 0.011
0.035 -0.063 0.027
-0.043 -0.044 -0.007
-0.228 -0.084 0.064
-0.205 -0.623 -1.182
0.383 0.003 0.005
-0.478 -0.099 -0.051
0.118 0.099 0.143
-0.027 -0.039 -0.065
0.017 -0.022 -0.051
-0.067 0.105 0.175
0.420 -0.082 -0.209
0.007 -0.011 0.011
-0.004 -0.014 0.001
0.002 -0.010 -0.003
-0.004 -0.004 0.004

***

Calculated strongest force on any atom, 1.65; 3.65 eV/A (same order as the records).
Calculated energy above the lowest of the compared OMol25 structures with the same formula, charge and spin, 19.6; 33.2 kcal per mole (same order as the records).